Here is a structure of composition C43H34AsHfN8O4S2 from the OMol25 dataset. Energies are from the ωB97M-V functional and the def2-TZVPD basis.

As for the total charge: +1. The relative energy (zero: lowest compared OMol25 entry of this formula, charge and spin) is 2.0 kcal per mole.

Structure (XYZ):
```
93
Properties=species:S:1:pos:R:3:forces:R:3:lowdin_charge:R:1
Hf 0.07207 -0.23696 -0.07863 0.0 -0.1 -0.1 1.20
N 1.32162 1.32102 -4.26752 -0.1 0.0 0.1 0.10
C 0.91005 1.15855 -2.99325 0.2 0.2 -0.2 -0.85
S 1.78637 0.00092 -2.03821 -0.2 0.0 0.1 0.64
N -0.11817 1.87528 -2.61969 0.1 -0.2 0.5 0.01
N -0.43564 1.66807 -1.28658 -0.1 0.3 -0.5 -0.06
C -1.18866 2.57416 -0.76803 0.0 0.1 0.3 -0.16
C -1.68653 3.76206 -1.49805 -0.1 -0.1 0.0 -0.20
C -2.57944 3.62274 -2.55581 0.0 0.0 0.0 -0.02
C -3.06048 4.74823 -3.20170 0.0 0.1 0.0 -0.06
C -2.63659 6.01244 -2.80945 0.0 0.0 0.0 -0.07
C -1.73862 6.15193 -1.76258 0.0 0.0 0.0 -0.06
C -1.27236 5.02693 -1.09674 0.0 0.1 0.0 -0.03
C -1.46700 2.44860 0.68016 0.1 -0.1 -0.2 -0.19
C -2.36812 3.26976 1.33018 0.0 0.0 0.1 0.03
C -2.49829 3.15739 2.70885 0.0 0.1 -0.1 -0.01
C -1.70727 2.25177 3.38575 0.1 -0.1 0.1 -0.01
C -0.84925 1.44045 2.65785 -0.1 0.1 -0.1 -0.13
N -0.75086 1.51257 1.33202 0.0 0.0 -0.1 -0.02
H 2.16455 0.87687 -4.58304 0.0 0.0 0.0 0.09
H 0.94351 2.09066 -4.79588 0.0 0.0 0.0 0.11
H -2.89044 2.63723 -2.87608 0.0 0.0 0.0 0.12
H -3.76000 4.63941 -4.01903 0.0 0.0 0.0 0.11
H -3.00692 6.88918 -3.32296 0.0 0.0 0.0 0.11
H -1.40180 7.13411 -1.46037 0.0 0.0 0.0 0.11
H -0.57430 5.13669 -0.27554 0.0 0.0 0.0 0.12
H -2.94345 3.98874 0.76686 0.0 0.0 0.0 0.13
H -3.19571 3.78917 3.24163 0.0 0.0 0.0 0.12
H -1.74384 2.15966 4.46175 0.0 0.0 0.0 0.12
H -0.20219 0.72188 3.13546 0.0 0.0 0.1 0.07
S 1.98258 0.36065 1.47215 0.1 -0.1 0.1 0.59
C 3.14450 -0.95577 1.73114 0.0 0.2 0.1 -0.67
C 4.22021 -0.67137 2.57980 0.0 0.0 0.0 -0.12
C 5.10608 -1.66328 2.95769 0.0 0.0 0.0 -0.06
C 4.94357 -2.96788 2.50227 0.0 0.0 0.0 -0.07
C 3.89603 -3.25575 1.64591 0.1 0.0 0.1 -0.10
C 3.00501 -2.25730 1.25570 0.0 -0.1 -0.1 -0.43
As 1.62472 -2.63230 -0.03231 0.2 0.0 0.1 1.26
C 1.02768 -4.41535 0.45378 0.1 -0.2 0.0 -0.36
C -0.12293 -4.64006 1.20906 0.0 0.0 -0.1 -0.12
C -0.48651 -5.92713 1.58052 0.0 0.0 0.0 -0.06
C 0.29917 -7.00636 1.20250 0.0 0.0 0.0 -0.06
C 1.43999 -6.79470 0.44633 0.1 0.1 -0.1 -0.06
C 1.80463 -5.50771 0.06959 -0.1 -0.1 0.1 -0.11
C 2.67994 -3.00314 -1.60823 0.0 -0.1 0.0 -0.44
C 4.00503 -2.59718 -1.67858 0.1 0.0 -0.1 -0.12
C 4.72687 -2.79684 -2.85050 0.0 0.0 0.0 -0.06
C 4.12778 -3.39761 -3.94498 0.0 0.0 0.0 -0.07
C 2.80081 -3.80599 -3.87297 0.0 0.0 0.0 -0.07
C 2.07784 -3.60685 -2.70862 0.0 0.0 -0.1 -0.12
H 4.34473 0.33636 2.95352 0.0 0.0 0.0 0.10
H 5.92545 -1.41930 3.62082 0.0 0.0 0.0 0.11
H 5.62932 -3.74656 2.80552 0.0 0.0 0.0 0.11
H 3.77271 -4.26835 1.28020 0.0 0.0 0.0 0.10
H -0.76946 -3.82064 1.48372 0.0 0.0 0.0 0.07
H -1.38648 -6.08520 2.16014 0.0 0.0 0.0 0.11
H 0.01837 -8.01045 1.48994 0.0 0.0 0.0 0.11
H 2.05418 -7.63132 0.14150 0.0 0.0 0.0 0.11
H 2.69536 -5.36884 -0.52882 0.0 0.0 0.0 0.10
H 4.48639 -2.11588 -0.83695 0.0 0.0 0.0 0.11
H 5.75952 -2.47983 -2.90322 0.0 0.0 0.0 0.11
H 4.69204 -3.55379 -4.85452 0.0 0.0 0.0 0.11
H 2.33014 -4.28178 -4.72290 0.0 0.0 0.0 0.11
H 1.04450 -3.93422 -2.67183 0.0 0.0 0.1 0.09
C 0.81757 -2.02183 3.79312 0.0 0.1 -0.1 0.02
C -0.48964 -1.95407 3.09372 -0.1 0.0 0.0 -0.34
N -0.79049 -1.45370 1.89261 0.0 -0.1 0.2 0.04
C -2.14383 -1.65853 1.73297 -0.1 0.1 0.0 -0.15
C -2.66826 -2.28068 2.81740 0.1 -0.2 0.2 -0.06
N -1.60640 -2.44922 3.66373 0.0 0.0 -0.1 0.20
C -4.00958 -2.77799 3.23331 -0.3 0.3 -0.1 -0.47
O -5.00532 -2.58911 2.39007 0.1 -0.3 0.4 0.16
O -4.12007 -3.28892 4.31663 0.0 -0.1 0.1 0.13
C -2.80981 -1.12888 0.53587 0.2 0.2 -0.3 -0.52
O -3.98095 -1.36406 0.28758 0.0 0.1 0.0 0.11
O -2.00821 -0.41738 -0.19074 -0.6 0.1 0.1 -0.17
H 1.36907 -1.09572 3.64487 0.0 0.0 0.0 0.05
H 1.42407 -2.84050 3.40314 0.0 0.0 0.0 0.09
H 0.65711 -2.18452 4.85735 0.0 0.0 0.0 0.10
H -1.69165 -2.89094 4.56961 0.0 0.0 0.0 0.18
H -4.69014 -2.16289 1.55597 0.0 0.2 -0.3 0.07
N -2.91324 -0.32470 -6.05693 0.0 0.1 -0.1 0.18
C -2.60948 -0.96312 -5.15332 0.1 -0.2 0.1 -0.16
C -2.21414 -1.76041 -4.01922 -0.1 0.2 -0.2 -0.18
C -2.71128 -3.04046 -3.81713 0.0 0.0 0.0 0.02
C -2.28992 -3.72356 -2.69253 0.1 0.0 0.0 -0.01
C -1.40097 -3.10646 -1.82668 -0.1 -0.1 -0.1 -0.13
N -0.91418 -1.87861 -2.02207 0.1 0.2 0.2 0.00
C -1.32431 -1.21766 -3.10220 0.1 -0.1 0.0 -0.07
H -3.40939 -3.47780 -4.51710 0.0 0.0 0.0 0.13
H -2.64579 -4.71976 -2.47335 0.0 0.0 0.0 0.12
H -1.07708 -3.63179 -0.93945 0.0 0.0 0.1 0.08
H -0.95194 -0.21447 -3.25207 0.0 0.0 0.0 0.09
```
Forces are in eV/Å.